Entry 1:
ORCA calculation (wB97M-V/def2-TZVPD) on one molecule with the formula C4H6O2 at a distorted geometry.

Geometry (Å):
O (2.59, -0.70, 0.43)
C (1.39, -0.65, 0.38)
C (0.28, -0.04, -0.29)
C (-1.20, -0.44, -0.12)
O (-1.55, 0.91, 0.22)
C (-0.20, 1.37, 0.04)
H (0.94, -1.64, 0.69)
H (0.78, -0.80, -1.17)
H (-1.67, -0.76, -1.06)
H (-1.45, -1.16, 0.67)
H (0.20, 1.80, 0.98)
H (-0.10, 2.10, -0.76)

## Properties
SMILES: O=CC1COC1
HOMO energy: -9.440 eV
Kohn-Sham gap: 10.1 eV

***

Entry 2:
ORCA calculation (wB97M-V/def2-TZVPD) on one molecule with the formula C4H6O2 at a distorted geometry.

Geometry (Å):
O (1.77, -0.34, -0.75)
C (0.87, 0.17, 0.19)
C (-0.43, 0.96, -0.10)
C (-1.22, -0.30, -0.50)
C (-0.26, -0.74, 0.58)
O (-0.78, 0.70, 1.28)
H (2.65, -0.15, -0.42)
H (1.36, 0.60, 1.07)
H (-0.50, 1.94, -0.58)
H (-2.25, -0.30, -0.12)
H (-1.12, -0.74, -1.49)
H (-0.09, -1.81, 0.84)

## Properties
HOMO energy: -9.797 eV
Kohn-Sham gap: 10.5 eV

***

Entry 3:
ORCA calculation (wB97M-V/def2-TZVPD) on C4H6O2 as an isolated structure.

Geometry (Å):
C (1.42, 0.69, -0.82)
C (0.40, 0.55, 0.22)
O (-1.34, 0.39, -0.48)
C (-1.43, -0.72, 0.46)
C (0.02, -0.65, 0.92)
O (0.65, -1.34, 1.69)
H (2.35, 0.56, -0.24)
H (1.41, -0.09, -1.60)
H (1.46, 1.68, -1.28)
H (-1.17, 1.19, 0.07)
H (-1.64, -1.62, -0.12)
H (-2.21, -0.57, 1.21)

## Properties
HOMO energy: -8.540 eV
Kohn-Sham gap: 9.0 eV